[1]
C48H137N11O15 | ωB97M-V/def2-TZVPD

Charge: 0
Frontier orbital gap (eV): 9.3405
Largest force on an atom (eV/A): 3.12
Energy above the lowest of the compared OMol25 structures with the same formula, charge and spin (kcal/mol): 151.1
HOMO energy (eV): -9.13
DFT total energy (eV): -99088.428

```
211
C48H137N11O15 (ωB97M-V/def2-TZVPD)
C -7.815 -3.487 -6.629
C -9.053 -2.983 -7.379
C -10.383 -3.726 -7.075
O -10.285 -5.050 -7.650
C -11.586 -5.625 -7.904
N -9.155 -1.575 -7.108
H -6.962 -2.860 -6.888
H -7.602 -4.497 -6.978
H -8.009 -3.527 -5.557
H -8.847 -3.117 -8.441
H -11.108 -3.057 -7.538
H -10.606 -3.755 -6.008
H -12.134 -4.999 -8.608
H -12.123 -5.473 -6.967
H -11.655 -6.678 -8.179
H -9.879 -1.250 -7.732
H -8.273 -1.186 -7.411
C 2.491 0.400 9.515
C 3.997 0.708 9.346
C 4.809 -0.338 10.174
O 6.224 -0.100 10.165
C 7.041 -0.893 11.075
N 4.398 0.676 7.991
H 1.819 0.997 8.897
H 2.172 0.427 10.557
H 2.275 -0.613 9.177
H 4.291 1.712 9.652
H 4.644 -1.374 9.881
H 4.500 -0.316 11.219
H 6.851 -0.622 12.114
H 8.104 -0.756 10.879
H 6.849 -1.934 10.815
H 4.275 -0.244 7.593
H 5.395 0.831 8.038
C -1.901 -8.289 -6.380
C -1.820 -8.906 -7.776
C -3.053 -8.744 -8.706
O -4.235 -9.189 -8.063
C -5.410 -9.046 -8.821
N -0.533 -8.582 -8.298
H -2.655 -8.743 -5.735
H -2.160 -7.233 -6.455
H -0.928 -8.397 -5.901
H -1.714 -9.982 -7.638
H -2.847 -9.251 -9.649
H -3.245 -7.721 -9.030
H -6.281 -9.177 -8.179
H -5.359 -9.857 -9.548
H -5.473 -8.027 -9.202
H -0.467 -7.578 -8.382
H -0.447 -8.924 -9.244
C -0.856 0.620 2.330
C -0.470 1.439 1.120
C -1.082 1.127 -0.289
O -0.994 -0.250 -0.690
C -1.615 -0.433 -1.992
N -0.770 2.796 1.492
H -1.940 0.659 2.432
H -0.391 0.907 3.274
H -0.537 -0.420 2.268
H 0.613 1.426 1.003
H -0.548 1.729 -1.024
H -2.119 1.462 -0.264
H -2.651 -0.110 -2.104
H -1.588 -1.514 -2.128
H -0.934 0.011 -2.718
H -0.601 3.240 0.601
H -0.043 3.161 2.091
C 2.401 6.634 6.558
C 3.630 6.617 5.583
C 4.966 7.043 6.154
O 5.991 7.025 5.156
C 7.341 7.261 5.646
N 3.713 5.311 4.887
H 1.534 6.313 5.981
H 2.342 7.617 7.027
H 2.446 5.779 7.233
H 3.484 7.466 4.916
H 5.261 6.379 6.966
H 4.923 8.056 6.554
H 7.501 8.226 6.128
H 8.058 7.241 4.825
H 7.719 6.417 6.222
H 4.590 5.276 4.386
H 3.680 4.608 5.611
C -1.616 -6.193 0.057
C -3.179 -6.065 0.107
C -3.853 -7.287 0.752
O -5.239 -7.052 0.833
C -5.864 -7.960 1.704
N -3.422 -4.863 0.954
H -1.242 -6.957 -0.625
H -1.173 -6.334 1.043
H -1.145 -5.331 -0.415
H -3.586 -5.942 -0.897
H -3.416 -7.502 1.727
H -3.612 -8.144 0.124
H -5.415 -7.970 2.697
H -5.805 -8.963 1.281
H -6.891 -7.705 1.967
H -4.406 -4.669 0.834
H -2.900 -4.120 0.513
C 8.281 1.143 1.721
C 7.546 1.454 0.359
C 7.848 2.912 -0.252
O 7.483 3.915 0.659
C 7.762 5.183 0.106
N 8.020 0.401 -0.567
H 9.354 1.049 1.554
H 7.841 0.295 2.246
H 8.168 1.961 2.432
H 6.469 1.357 0.493
H 7.295 3.068 -1.178
H 8.916 2.992 -0.454
H 7.197 5.869 0.737
H 7.410 5.367 -0.909
H 8.826 5.390 0.222
H 7.631 -0.500 -0.331
H 7.645 0.573 -1.489
C 7.650 -6.243 6.583
C 6.451 -5.780 7.414
C 5.191 -5.481 6.553
O 4.200 -5.050 7.404
C 2.980 -4.697 6.720
N 6.241 -6.804 8.415
H 8.420 -6.590 7.272
H 8.092 -5.467 5.958
H 7.370 -7.041 5.895
H 6.756 -4.896 7.973
H 4.862 -6.361 6.000
H 5.350 -4.712 5.798
H 2.165 -4.526 7.423
H 2.628 -5.488 6.057
H 3.034 -3.821 6.074
H 6.000 -7.688 7.989
H 5.435 -6.495 8.939
C 2.914 -3.823 -6.668
C 2.796 -3.171 -8.027
C 4.069 -3.308 -8.775
O 5.122 -2.701 -8.041
C 6.374 -2.963 -8.718
N 1.715 -3.837 -8.720
H 3.784 -3.402 -6.164
H 3.061 -4.902 -6.622
H 1.975 -3.627 -6.150
H 2.400 -2.155 -8.002
H 3.857 -2.683 -9.643
H 4.136 -4.338 -9.126
H 6.671 -3.959 -8.390
H 7.231 -2.341 -8.461
H 6.395 -2.923 -9.807
H 1.565 -3.354 -9.595
H 0.862 -3.614 -8.228
C -6.341 5.425 -6.379
C -4.927 4.922 -5.909
C -4.964 3.797 -4.886
O -5.799 4.134 -3.796
C -5.309 5.222 -3.000
N -4.293 4.474 -7.080
H -7.057 4.603 -6.381
H -6.347 5.820 -7.394
H -6.790 6.077 -5.630
H -4.240 5.716 -5.616
H -3.927 3.530 -4.680
H -5.416 2.956 -5.412
H -6.101 5.479 -2.296
H -5.087 6.129 -3.562
H -4.452 4.932 -2.392
H -4.053 5.256 -7.673
H -3.383 4.126 -6.813
C -1.383 11.138 1.967
C -2.160 10.144 2.852
C -3.129 10.743 3.816
O -2.410 11.096 4.987
C -3.179 11.752 5.956
N -2.712 9.280 1.837
H -2.083 11.689 1.339
H -0.572 10.675 1.404
H -0.893 11.863 2.617
H -1.482 9.475 3.384
H -3.884 9.988 4.033
H -3.659 11.516 3.259
H -4.083 11.163 6.111
H -3.504 12.729 5.600
H -2.749 11.893 6.948
H -3.507 9.809 1.507
H -3.133 8.485 2.296
C 2.088 6.298 -0.486
O 0.788 6.520 -1.014
H 2.365 6.887 0.388
H 2.242 5.259 -0.194
H 2.849 6.656 -1.178
H 0.327 7.181 -0.492
C 4.168 1.339 -4.510
O 5.384 0.536 -4.669
H 3.417 0.956 -5.201
H 3.712 1.226 -3.526
H 4.302 2.402 -4.707
H 5.372 -0.083 -5.403
C -5.892 3.171 2.990
O -5.011 4.213 3.094
H -5.861 2.603 3.920
H -6.889 3.601 2.893
H -5.738 2.498 2.146
H -4.094 3.947 2.990
C -4.958 -3.755 5.796
O -4.009 -4.746 5.329
H -4.418 -2.830 5.997
H -5.777 -3.552 5.106
H -5.452 -4.122 6.696
H -3.778 -4.560 4.416
```

---

[2]
C48H26BrCl5F4HfN5O3PSSe | ωB97M-V/def2-TZVPD

Charge: 0
Frontier orbital gap (eV): 8.0598
Largest force on an atom (eV/A): 1.04
Energy above the lowest of the compared OMol25 structures with the same formula, charge and spin (kcal/mol): 0.0
HOMO energy (eV): -8.57
DFT total energy (eV): -294095.792

```
96
C48H26BrCl5F4HfN5O3PSSe (ωB97M-V/def2-TZVPD)
Hf 0.120 0.167 0.014
F -0.138 3.731 -7.089
C 0.014 2.785 -6.171
C -0.206 1.460 -6.499
F -0.563 1.130 -7.736
C -0.035 0.484 -5.532
F -0.209 -0.782 -5.922
C 0.325 0.787 -4.224
P 0.572 -0.554 -2.992
C -0.814 -1.692 -3.287
C -0.674 -3.044 -2.972
C -1.767 -3.895 -3.039
C -3.017 -3.402 -3.385
C -3.172 -2.051 -3.660
C -2.077 -1.201 -3.616
C 2.077 -1.292 -3.717
C 2.136 -2.447 -4.488
C 3.348 -2.869 -5.018
C 4.503 -2.132 -4.802
C 4.446 -0.958 -4.064
C 3.241 -0.542 -3.523
C 0.589 2.127 -3.932
Br 1.307 2.658 -2.275
C 0.423 3.112 -4.890
F 0.673 4.389 -4.615
H 0.283 -3.435 -2.650
H -1.639 -4.944 -2.804
H -3.870 -4.067 -3.430
H -4.147 -1.648 -3.902
H -2.218 -0.148 -3.823
H 1.240 -3.013 -4.701
H 3.384 -3.773 -5.612
H 5.446 -2.468 -5.215
H 5.341 -0.371 -3.900
H 3.202 0.376 -2.946
Cl 3.103 2.700 0.394
C 3.502 1.052 0.002
C 2.492 0.106 -0.180
C 2.965 -1.182 -0.389
Cl 1.766 -2.450 -0.551
C 4.299 -1.551 -0.496
Cl 4.756 -3.175 -0.818
C 5.263 -0.557 -0.376
Cl 6.926 -0.944 -0.560
C 4.862 0.752 -0.110
Cl 6.061 1.970 0.073
Se -4.277 1.391 -1.458
C -2.546 1.139 -1.377
N -1.381 0.950 -1.368
N 0.782 -0.735 1.952
C 0.353 -1.194 2.936
C -0.144 -1.742 4.090
C -0.766 -0.904 5.050
N -1.275 -0.205 5.812
C -0.216 -3.156 4.147
N -0.273 -4.309 4.113
N -1.246 -1.615 -0.108
S -1.468 -2.693 1.056
C -1.738 -4.289 0.331
C -2.945 -4.634 -0.265
C -3.074 -5.892 -0.828
C -2.006 -6.782 -0.794
C -0.806 -6.425 -0.197
C -0.668 -5.170 0.379
C -3.052 -2.387 1.812
C -3.470 -3.253 2.818
C -4.655 -2.977 3.476
C -5.403 -1.855 3.131
C -4.965 -1.002 2.131
C -3.772 -1.259 1.466
H -1.951 -1.648 -0.842
H -3.768 -3.931 -0.279
H -4.008 -6.182 -1.290
H -2.117 -7.767 -1.230
H 0.016 -7.126 -0.160
H 0.250 -4.884 0.879
H -2.871 -4.113 3.091
H -4.993 -3.634 4.266
H -6.327 -1.645 3.653
H -5.539 -0.125 1.861
H -3.420 -0.581 0.703
O 0.393 4.655 1.589
C -0.519 4.299 2.508
C -0.875 5.250 3.464
C -1.790 4.935 4.445
C -2.381 3.671 4.511
C -2.048 2.731 3.566
C -1.123 3.030 2.555
C -0.792 1.997 1.594
O -1.352 0.868 1.560
O 0.153 2.169 0.716
H 0.589 3.885 1.026
H -0.409 6.225 3.415
H -2.046 5.684 5.184
H -3.080 3.429 5.299
H -2.477 1.738 3.595
```

---

[3]
C48H33AsIrN3S3 | ωB97M-V/def2-TZVPD

Charge: +1
Multiplicity: 6
Expectation value of S²: 8.8573
Frontier orbital gap (spin up / spin down) (eV): 5.5792 / 4.8449
Largest force on an atom (eV/A): 0.61
Energy above the lowest of the compared OMol25 structures with the same formula, charge and spin (kcal/mol): 8.9
HOMO energy (spin up / spin down) (eV): -8.22 / -10.27
DFT total energy (eV): -150954.996

```
89
C48H33AsIrN3S3 (ωB97M-V/def2-TZVPD)
Ir 0.952 0.325 0.217
S 5.111 -0.877 4.027
C 6.571 -0.838 4.920
C 7.311 0.308 4.698
C 6.704 1.173 3.803
C 5.457 0.687 3.309
C 4.627 1.306 2.398
C 3.420 0.687 1.960
N 2.626 1.201 1.077
C 2.944 2.469 0.521
C 4.123 3.166 0.879
C 4.363 4.441 0.243
C 3.495 4.954 -0.655
C 2.290 4.256 -1.005
C 1.360 4.736 -1.925
C 0.211 4.018 -2.216
C 0.038 2.796 -1.533
N 0.897 2.309 -0.671
C 2.040 3.010 -0.385
C -0.789 4.471 -3.182
C -0.811 5.640 -3.893
C -1.933 5.753 -4.751
C -2.751 4.668 -4.679
S -2.165 3.507 -3.577
C 4.969 2.610 1.809
H 6.819 -1.661 5.571
H 8.258 0.501 5.179
H 7.122 2.123 3.510
H 3.114 -0.273 2.366
H 5.264 4.978 0.508
H 3.690 5.908 -1.128
H 1.552 5.680 -2.419
H -0.847 2.193 -1.705
H -0.051 6.404 -3.809
H -2.124 6.602 -5.389
H -3.668 4.485 -5.216
H 5.862 3.136 2.108
S -0.140 0.398 2.337
C -1.785 -0.249 2.399
C -2.674 0.410 3.252
C -3.963 -0.059 3.442
C -4.400 -1.198 2.779
C -3.535 -1.862 1.926
C -2.234 -1.398 1.739
As -1.073 -2.310 0.517
C 0.245 -3.249 1.573
C 0.390 -3.007 2.933
C 1.365 -3.692 3.647
C 2.190 -4.605 3.005
C 2.042 -4.845 1.645
C 1.073 -4.164 0.927
C -2.142 -3.737 -0.233
C -2.883 -3.520 -1.391
C -3.685 -4.531 -1.900
C -3.748 -5.759 -1.257
C -3.008 -5.978 -0.103
C -2.202 -4.971 0.411
H -2.335 1.299 3.768
H -4.630 0.471 4.109
H -5.406 -1.567 2.925
H -3.874 -2.747 1.404
H -0.253 -2.299 3.438
H 1.472 -3.516 4.710
H 2.945 -5.139 3.568
H 2.679 -5.563 1.146
H 0.959 -4.350 -0.135
H -2.840 -2.568 -1.900
H -4.261 -4.359 -2.799
H -4.375 -6.546 -1.654
H -3.055 -6.933 0.403
H -1.635 -5.147 1.315
C 2.131 -1.299 -0.338
H 2.596 -1.738 0.550
H 2.921 -0.924 -0.995
H 1.570 -2.068 -0.867
N -6.434 1.551 -5.948
C -5.624 1.223 -5.203
C -4.606 0.811 -4.272
C -3.455 0.175 -4.739
C -2.471 -0.201 -3.848
C -2.619 0.062 -2.478
C -3.791 0.687 -2.018
C -4.775 1.059 -2.909
C -1.585 -0.254 -1.564
C -0.645 -0.385 -0.759
H -3.340 -0.013 -5.797
H -1.569 -0.684 -4.199
H -3.903 0.882 -0.959
H -5.674 1.550 -2.563
```

---

[4]
C48H33BrHfN7O4SSe | ωB97M-V/def2-TZVPD

Charge: +1
Frontier orbital gap (eV): 6.3442
Largest force on an atom (eV/A): 0.56
Energy above the lowest of the compared OMol25 structures with the same formula, charge and spin (kcal/mol): 0.6
HOMO energy (eV): -10.27
DFT total energy (eV): -216458.999

```
96
C48H33BrHfN7O4SSe (ωB97M-V/def2-TZVPD)
Hf -0.207 -0.362 0.209
C -2.346 -1.643 2.715
O -2.220 -1.004 1.431
C -3.414 -0.605 0.836
C -4.608 -0.471 1.517
C -5.729 -0.037 0.818
C -5.650 0.251 -0.535
C -4.449 0.107 -1.212
C -3.322 -0.319 -0.525
N -2.036 -0.484 -1.086
N -1.910 -0.017 -2.285
C -0.789 -0.178 -2.994
C 0.280 -1.052 -2.618
O 0.353 -1.565 -1.430
C 1.285 -1.364 -3.572
C 1.337 -0.694 -4.748
C 0.370 0.295 -5.114
C 0.498 1.020 -6.311
C -0.430 1.974 -6.649
C -1.513 2.217 -5.795
C -1.656 1.517 -4.618
C -0.714 0.544 -4.255
H -3.025 -2.490 2.631
H -2.718 -0.936 3.454
H -1.357 -1.980 3.003
H -4.683 -0.695 2.571
H -6.669 0.069 1.342
H -6.529 0.582 -1.070
H -4.373 0.313 -2.270
H 2.041 -2.082 -3.285
H 2.151 -0.887 -5.437
H 1.344 0.820 -6.957
H -0.328 2.535 -7.568
H -2.247 2.966 -6.062
H -2.491 1.718 -3.961
Br -4.110 -3.875 5.974
C -2.256 -4.233 5.827
C -1.344 -3.279 6.250
C 0.013 -3.537 6.138
C 0.445 -4.750 5.614
C -0.476 -5.722 5.251
C -1.834 -5.457 5.332
N 1.838 -5.106 5.574
N 2.647 -4.427 4.938
C 2.181 -3.305 4.167
C 2.564 -2.039 4.510
C 2.100 -0.907 3.805
C 1.270 -1.065 2.726
O 0.731 -0.080 2.006
C 0.983 -2.384 2.286
N 0.267 -2.464 1.128
C -0.027 -3.654 0.642
C 0.362 -4.840 1.280
C 1.082 -4.775 2.444
C 1.415 -3.518 2.991
H -1.689 -2.350 6.682
H 0.732 -2.807 6.486
H -0.126 -6.690 4.915
H -2.558 -6.206 5.042
H 3.210 -1.904 5.369
H 2.385 0.089 4.119
H -0.572 -3.674 -0.293
H 0.104 -5.789 0.834
H 1.415 -5.681 2.934
Se -1.665 2.873 -0.603
N -1.315 1.693 0.707
C -1.760 2.212 1.846
C -1.639 1.635 3.147
C -2.185 2.293 4.198
C -2.871 3.546 4.054
C -2.982 4.144 2.848
C -2.421 3.490 1.706
N -2.467 3.984 0.484
H -1.073 0.726 3.276
H -2.087 1.876 5.192
H -3.285 4.015 4.936
H -3.474 5.096 2.711
C 7.200 5.823 -6.066
C 6.307 5.032 -5.149
O 6.352 5.076 -3.954
S 5.133 4.010 -6.054
C 4.180 3.340 -4.722
C 2.817 3.606 -4.664
C 2.046 3.059 -3.654
C 2.636 2.251 -2.680
C 4.008 1.997 -2.739
C 4.773 2.531 -3.758
C 1.821 1.647 -1.668
C 1.066 1.099 -0.886
H 8.199 5.864 -5.638
H 6.808 6.840 -6.124
H 7.232 5.404 -7.070
H 2.363 4.244 -5.411
H 0.981 3.251 -3.617
H 4.466 1.374 -1.982
H 5.834 2.330 -3.804
```